# 1
A cluster of 2 separate species, C2H8NO in total, computed with ωB97M-V/def2-TZVPD.

Last column: Mulliken charge in e.
Element x y z (Å)
O (0.321, -2.916, -1.764)  -0.644
H (-0.015, -0.374, 0.985)  0.338
H (1.191, -3.322, -1.849)  0.326
H (-0.162, -3.250, -2.528)  0.330
C (0.472, 1.592, 1.413)  -0.812
C (-0.985, 0.675, -0.303)  -0.101
N (-0.401, 0.558, 0.834)  -0.036
H (0.963, 1.194, 2.298)  0.332
H (-0.106, 2.470, 1.690)  0.337
H (1.223, 1.928, 0.693)  0.350
H (-1.401, -0.231, -0.740)  0.276
H (-1.099, 1.675, -0.729)  0.305

Atoms 1-6, force components in eV/Å:
0.064 0.090 -0.048
-0.855 -0.341 0.674
-0.061 0.045 0.076
-0.050 -0.001 0.044
-0.024 0.881 0.428
-0.530 0.205 0.883

The value obtained for the LUMO energy is -5.704 eV. As for the net charge: +1. The HOMO-LUMO gap comes out at 0.3371 Eh. The HOMO energy comes out at -14.88 eV. The strongest force on any atom comes out at 2.7 eV/Å.

# 2
A cluster of 2 separate species, C2H8NO in total, computed with ωB97M-V/def2-TZVPD.

Last column: Mulliken charge in e.
Element x y z (Å)
N (1.415, 1.816, 0.191)  -0.433
H (1.665, 2.273, -0.690)  0.390
H (2.257, 1.472, 0.651)  0.394
H (0.954, 2.476, 0.821)  0.402
H (0.793, 1.009, -0.069)  0.259
O (0.152, -0.186, -0.968)  -0.615
C (-0.893, -0.767, -0.774)  0.157
C (-1.133, -1.699, 0.362)  -0.776
H (-1.714, -0.620, -1.485)  0.364
H (-2.171, -2.009, 0.391)  0.303
H (-0.841, -1.200, 1.292)  0.275
H (-0.484, -2.564, 0.277)  0.281

Atoms 1-6, force components in eV/Å:
-0.008 0.164 0.034
0.052 0.094 0.179
0.050 -0.058 -0.090
-0.017 -0.023 -0.187
0.211 -0.125 0.013
0.322 0.533 0.165

The value obtained for the LUMO energy is -3.780 eV. As for the net charge: +1. The HOMO-LUMO gap comes out at 0.4005 Eh. The HOMO energy comes out at -14.68 eV. The strongest force on any atom comes out at 0.8 eV/Å.

# 3
A cluster of 2 separate species, C2H8NO in total, computed with ωB97M-V/def2-TZVPD.

Last column: Mulliken charge in e.
Element x y z (Å)
N (0.945, 2.280, 0.733)  -0.510
H (0.960, 2.847, 1.593)  0.402
H (-0.003, 2.469, 0.403)  0.382
H (1.654, 2.618, 0.073)  0.392
H (1.137, 1.300, 0.969)  0.382
O (-0.054, -0.407, 0.561)  -0.082
C (-0.874, -1.202, 0.155)  0.351
C (-0.481, -2.043, -1.021)  -0.754
H (-1.917, -1.183, 0.522)  0.410
H (-0.753, -3.091, -0.866)  0.346
H (0.543, -1.872, -1.296)  0.339
H (-1.157, -1.715, -1.827)  0.341

Atoms 1-6, force components in eV/Å:
-0.025 0.681 0.721
0.651 -0.075 0.053
0.039 -0.423 -0.574
-0.097 0.171 0.014
-0.177 0.407 -0.055
-1.060 -0.916 0.098

The value obtained for the LUMO energy (alpha / beta) is -10.352 / -14.224 eV. As for the net charge: +2. The HOMO-LUMO gap (alpha / beta) comes out at 0.4858 / 0.3439 Eh. The multiplicity is 2. The HOMO energy (alpha / beta) comes out at -23.57 / -23.58 eV. The strongest force on any atom comes out at 1.4 eV/Å.

# 4
A cluster of 2 separate species, C2H8NO in total, computed with ωB97M-V/def2-TZVPD.

Last column: Mulliken charge in e.
Element x y z (Å)
C (1.323, 0.200, 0.837)  -0.667
C (0.709, -0.266, -1.453)  0.019
N (0.367, 0.011, -0.225)  0.068
H (2.337, 0.042, 0.475)  0.339
H (1.038, -0.494, 1.668)  0.356
H (1.135, 1.162, 1.350)  0.350
H (1.757, -0.217, -1.759)  0.285
H (-0.037, -0.403, -2.232)  0.269
H (-0.556, 0.395, -0.029)  0.434
H (-2.811, -0.327, 1.222)  0.429
H (-2.945, -0.146, -0.298)  0.443
O (-2.315, 0.042, 0.445)  -0.324

Atoms 1-6, force components in eV/Å:
-0.399 -0.293 0.382
-0.132 0.555 -0.240
1.096 0.996 -0.330
-0.022 -0.080 0.278
0.399 -0.092 -0.160
0.105 0.099 -0.315

The value obtained for the LUMO energy (alpha / beta) is -10.818 / -17.040 eV. As for the net charge: +2. The HOMO-LUMO gap (alpha / beta) comes out at 0.4400 / 0.1652 Eh. The multiplicity is 2. The HOMO energy (alpha / beta) comes out at -22.79 / -21.54 eV. The strongest force on any atom comes out at 1.5 eV/Å.

# 5
A structure of composition C2H8NO2, computed with ωB97M-V/def2-TZVPD.

Last column: Mulliken charge in e.
Element x y z (Å)
C (-0.286, -0.070, 0.242)  -0.157
O (-1.399, 0.448, 0.845)  -0.554
C (1.150, 0.468, 0.619)  -0.829
N (2.765, 0.133, -0.236)  -0.713
H (-0.403, -1.154, 0.375)  0.224
H (-0.390, 0.131, -0.865)  0.174
H (1.136, 0.928, 1.567)  0.481
H (1.871, -0.421, 0.607)  0.380
H (2.400, -0.285, -1.083)  0.218
H (1.746, 1.092, -0.071)  0.322
H (-3.371, -0.535, -1.696)  0.121
H (-2.247, -0.074, 0.554)  0.422
O (-2.973, -0.660, -0.857)  -1.089

Atoms 1-6, force components in eV/Å:
0.212 -1.049 -3.206
-0.803 1.112 1.992
-2.989 -0.252 -0.010
1.513 -0.720 0.397
0.929 -0.143 -0.237
0.142 -0.533 0.638

The value obtained for the LUMO energy is 3.625 eV. As for the net charge: -1. The HOMO-LUMO gap comes out at 0.2476 Eh. The HOMO energy comes out at -3.11 eV. The strongest force on any atom comes out at 3.4 eV/Å.

# 6
A cluster of 2 separate species, C2H8NO2 in total, computed with ωB97M-V/def2-TZVPD.

Last column: Mulliken charge in e.
Element x y z (Å)
C (-0.064, 0.612, -0.871)  -0.319
O (0.563, 0.635, 0.305)  -0.888
C (0.199, -0.709, -1.655)  -0.565
N (0.324, -1.874, -0.748)  -0.742
H (0.230, 1.435, -1.562)  0.182
H (-1.181, 0.672, -0.807)  0.178
H (1.051, -0.673, -2.337)  0.284
H (-0.626, -0.966, -2.319)  0.321
H (-0.541, -1.879, -0.221)  0.259
H (1.013, -1.581, -0.060)  0.311
H (-1.609, 1.181, 2.218)  0.258
H (-0.117, 1.192, 1.748)  0.434
O (-0.703, 1.148, 2.556)  -0.713

Atoms 1-6, force components in eV/Å:
-0.008 -0.305 -0.626
0.537 0.336 0.619
-0.345 -0.755 0.064
0.324 0.238 -0.500
-0.097 0.201 -0.150
-0.174 0.115 0.148

The value obtained for the LUMO energy is 4.510 eV. As for the net charge: -1. The HOMO-LUMO gap comes out at 0.2788 Eh. The HOMO energy comes out at -3.08 eV. The strongest force on any atom comes out at 0.9 eV/Å.

# 7
A cluster of 2 separate species, C2H8NO2 in total, computed with ωB97M-V/def2-TZVPD.

Last column: Mulliken charge in e.
Element x y z (Å)
C (1.080, 0.019, -0.940)  -0.249
O (-0.124, -0.622, -1.070)  -0.345
C (1.424, 0.360, 0.614)  -0.392
N (0.236, 0.855, 1.268)  -0.525
H (1.811, -0.588, -1.433)  0.344
H (1.068, 1.017, -1.434)  0.249
H (1.761, -0.426, 1.294)  0.302
H (2.266, 1.184, 0.497)  0.291
H (0.000, 1.737, 0.957)  0.249
H (-0.573, 0.262, 1.095)  0.221
H (-2.639, -0.345, -0.609)  0.270
H (-1.211, -0.495, -0.230)  0.348
O (-2.272, -0.703, 0.187)  -0.762

Atoms 1-6, force components in eV/Å:
-0.367 -0.632 0.414
1.568 0.621 -0.450
0.282 2.011 -0.238
0.911 -1.443 0.290
0.914 -0.234 -0.176
-0.383 -0.313 0.388

The value obtained for the LUMO energy (alpha / beta) is 0.681 / -3.048 eV. As for the net charge: 0. The HOMO-LUMO gap (alpha / beta) comes out at 0.3879 / 0.2466 Eh. The multiplicity is 2. The HOMO energy (alpha / beta) comes out at -9.88 / -9.76 eV. The strongest force on any atom comes out at 4.0 eV/Å.

# 8
A cluster of 2 separate species, C2H8NO2 in total, computed with ωB97M-V/def2-TZVPD.

Last column: Mulliken charge in e.
Element x y z (Å)
O (-1.591, -1.218, 0.087)  -0.437
C (-1.285, -0.825, 1.177)  0.147
C (-0.235, 0.266, 1.306)  -0.484
N (-0.077, 0.893, -0.044)  -0.273
H (-1.725, -1.230, 2.095)  0.374
H (-0.373, 1.001, 2.088)  0.379
H (0.716, -0.224, 1.538)  0.264
H (-0.095, 1.909, -0.080)  0.356
H (0.763, 0.561, -0.545)  0.332
H (-0.821, 0.477, -0.629)  0.365
H (1.132, -0.769, -2.948)  0.313
H (2.274, -0.453, -1.968)  0.317
O (1.318, -0.389, -2.077)  -0.653

Atoms 1-6, force components in eV/Å:
-0.140 0.170 -0.094
-0.164 0.044 0.097
0.854 -0.035 -0.131
0.091 -0.496 -0.289
0.127 -0.074 0.114
-0.432 0.148 -0.020

The value obtained for the LUMO energy is -3.658 eV. As for the net charge: +1. The HOMO-LUMO gap comes out at 0.4271 Eh. The HOMO energy comes out at -15.28 eV. The strongest force on any atom comes out at 0.9 eV/Å.